No. 1
Entry from OMol25: 2 unconnected molecules or ions with the total composition C2H6N2S (ωB97M-V with the def2-TZVPD basis set).

SMILES string: CSC.N#N

Each line ends with the Mulliken charge.
Element x y z (Å)
C (-0.546, 1.388, 0.072)  -0.950
S (-0.002, -0.003, 1.091)  -0.125
C (-0.640, -1.495, 0.032)  -0.832
H (-1.543, 1.884, 0.303)  0.272
H (-0.409, 1.177, -0.932)  0.339
H (0.135, 2.123, 0.180)  0.401
H (-0.388, -2.257, 0.712)  0.298
H (-1.639, -1.353, -0.051)  0.286
H (-0.121, -1.335, -0.813)  0.318
N (2.558, -0.276, -0.816)  -0.047
N (2.595, 0.147, 0.223)  0.039


No. 2
Entry from OMol25: a single C2H6N2S molecule (ωB97M-V with the def2-TZVPD basis set).

SMILES string: C/N=C/NS

Each line ends with the Mulliken charge.
Element x y z (Å)
C (1.957, -0.283, -0.131)  -0.582
N (0.853, 0.567, -0.162)  -0.449
C (-0.269, -0.019, -0.152)  0.015
N (-1.430, 0.676, -0.129)  -0.196
S (-2.794, -0.190, -0.210)  -0.179
H (2.611, 0.142, 0.802)  0.176
H (2.484, -0.316, -1.010)  0.258
H (1.543, -1.217, 0.035)  0.302
H (-0.461, -1.050, 0.096)  0.265
H (-1.335, 1.621, -0.248)  0.250
H (-3.157, 0.070, 1.108)  0.140


No. 3
Entry from OMol25: a single C2H6N2S molecule (ωB97M-V with the def2-TZVPD basis set).

Each line ends with the Mulliken charge.
Element x y z (Å)
C (0.814, -0.775, 1.185)  -0.311
C (-1.187, -0.223, -0.120)  -0.467
N (0.159, -0.017, 0.345)  0.311
N (0.795, 1.048, -0.429)  -0.670
S (-2.191, 1.161, -0.439)  -0.234
H (1.851, -0.584, 1.430)  0.292
H (0.297, -1.722, 1.465)  0.192
H (-1.835, -1.035, 0.384)  0.222
H (0.358, 1.830, -0.023)  0.291
H (0.619, 0.862, -1.400)  0.301
H (-1.628, 1.529, -1.555)  0.073


No. 4
Entry from OMol25: a single C2H6N2S molecule (ωB97M-V with the def2-TZVPD basis set).

SMILES string: [H]/N=C(/C)NS

Each line ends with the Mulliken charge.
Element x y z (Å)
H (0.636, 1.209, -1.968)  0.287
N (-0.299, 1.152, -1.521)  -0.562
C (-0.055, 0.480, -0.449)  0.497
C (-1.124, 0.419, 0.586)  -1.008
N (1.121, -0.342, -0.103)  -0.403
S (1.020, -1.788, 0.821)  -0.134
H (-0.705, 0.481, 1.626)  0.308
H (-1.747, -0.510, 0.547)  0.292
H (-1.844, 1.309, 0.461)  0.290
H (1.977, 0.176, 0.240)  0.291
H (1.020, -2.587, -0.241)  0.141


No. 5
Entry from OMol25: 2 unconnected molecules or ions with the total composition C2H6N2S (ωB97M-V with the def2-TZVPD basis set).

Each line ends with the Mulliken charge.
Element x y z (Å)
C (-0.995, -0.576, 0.624)  -0.849
C (0.368, -0.833, 0.054)  0.237
H (-1.807, -0.224, 0.002)  0.289
H (-1.394, -1.665, 1.052)  0.289
H (-0.910, 0.231, 1.495)  0.232
H (2.042, -0.226, -0.756)  0.330
H (1.001, 2.142, -0.253)  0.179
H (-0.736, 1.666, -1.506)  0.325
N (0.840, 0.085, -0.874)  -0.226
N (0.335, 1.527, -0.539)  -0.510
S (1.256, -2.128, 0.701)  -0.295


No. 6
Entry from OMol25: a single C2H6N2S2 molecule (ωB97M-V with the def2-TZVPD basis set).

SMILES string: CN(S)C(N)=S

Each line ends with the Mulliken charge.
Element x y z (Å)
C (-1.755, 0.034, 0.038)  -0.804
N (-0.310, 0.242, 0.086)  -0.055
S (0.210, 1.489, 1.017)  -0.283
C (0.642, -0.506, -0.605)  0.537
N (1.890, -0.109, -0.519)  -0.378
S (0.306, -1.979, -1.286)  -0.459
H (-2.320, 0.981, -0.090)  0.262
H (-2.037, -0.386, 1.012)  0.301
H (-1.969, -0.680, -0.766)  0.302
H (0.629, 0.861, 2.128)  0.156
H (2.600, -0.774, -0.816)  0.221
H (2.114, 0.829, -0.198)  0.199


No. 7
Entry from OMol25: a single C2H6N2S2 molecule (ωB97M-V with the def2-TZVPD basis set).

SMILES string: [H]/N=C(/NS)SC

Each line ends with the Mulliken charge.
Element x y z (Å)
H (2.168, -1.920, 0.702)  0.265
N (2.115, -0.927, 0.694)  -0.628
C (0.855, -0.644, 0.509)  0.399
N (0.782, 0.937, 0.635)  -0.302
S (-0.338, 1.735, -0.264)  -0.147
S (-0.362, -1.115, -0.709)  -0.046
C (-1.931, -0.814, 0.261)  -0.762
H (1.602, 1.187, 1.073)  0.235
H (0.517, 1.890, -1.294)  0.132
H (-2.457, -1.931, 0.286)  0.274
H (-2.805, -0.107, -0.415)  0.253
H (-1.657, -0.375, 1.280)  0.327


No. 8
Entry from OMol25: 2 unconnected molecules or ions with the total composition C2H6N2S3 (ωB97M-V with the def2-TZVPD basis set).

Each line ends with the Mulliken charge.
Element x y z (Å)
C (-1.242, 1.564, 1.923)  0.547
C (0.934, -1.630, -2.084)  -0.621
N (-0.319, 0.592, 2.093)  -0.256
N (-1.767, 1.608, 0.749)  -0.373
S (-1.338, 2.743, 3.284)  -0.269
S (-2.766, 2.745, 0.098)  -0.146
S (1.361, -1.251, -0.370)  -0.123
H (1.886, -1.822, -2.681)  0.260
H (0.287, -0.764, -2.399)  0.236
H (0.403, -2.610, -2.095)  0.268
H (0.186, 0.152, 1.310)  0.130
H (-0.065, 0.346, 3.056)  0.182
H (-2.553, 3.460, 2.868)  0.166


We obtain energy relative to the best compared isomer or geometry (same formula, charge and spin) values of 13.35 43.86 93.96 31.45 125.48 4.93 77.85 57.39 kcal/mol for the records listed above, in that order.
We obtain strongest force on any atom values of 5.07 4.98 3.43 3.23 9.71 2.22 6.81 2.44 eV/Å for the records listed above, in that order.